17 unconnected molecules or ions with the total composition C95H96NO34S in a non-equilibrium geometry. Source: OMol25; level of theory: ωB97M-V/def2-TZVPD.

Geometry as XYZ:
```
227
Properties=species:S:1:pos:R:3:forces:R:3
C -13.250384 9.726465 23.404645 -1.3 -1.7 -1.1
C -14.071170 8.928934 24.400980 -0.7 -0.5 0.1
C -15.584186 9.039796 24.205838 0.2 0.7 0.9
C -16.445324 8.416267 25.301005 0.5 -0.2 -1.2
N -17.436820 9.266494 25.973730 -0.4 -0.4 0.9
C -16.795605 10.384464 26.788258 0.4 0.5 -0.4
C -16.387409 9.838787 28.162269 -1.6 0.7 0.8
C -17.068137 8.419963 28.217980 1.1 1.4 0.1
C -18.015990 8.330700 27.033835 0.1 1.0 0.7
C -18.479915 9.843541 25.025077 0.9 1.5 -0.2
C -19.573596 8.923387 24.585938 0.6 0.0 -0.4
C -20.574306 9.698125 23.746658 1.4 -0.6 -0.6
H -13.525251 9.266451 22.407304 0.5 1.0 0.6
H -12.194066 9.595403 23.552199 0.5 0.1 0.1
H -13.560053 10.753474 23.468013 0.1 0.6 -0.3
H -13.844589 9.245548 25.385989 0.3 0.4 1.3
H -13.863712 7.867860 24.396726 0.5 -0.4 -0.2
H -15.858230 8.556282 23.311840 -0.3 -0.3 -1.5
H -15.818366 10.084742 24.116609 -0.3 0.5 -0.3
H -15.809494 7.988929 26.040421 0.5 -0.3 0.9
H -17.025231 7.596710 24.891711 -0.1 -0.2 -0.2
H -17.569131 11.186060 26.876137 0.9 -0.7 -0.1
H -15.908709 10.652961 26.211007 -0.2 0.5 0.0
H -16.826803 10.506211 28.935454 -0.1 -0.4 -0.5
H -15.318435 9.916475 28.402778 -0.3 -0.8 -0.5
H -17.556680 8.201111 29.157931 -0.2 0.2 0.0
H -16.225000 7.784636 28.131927 0.5 -1.3 -0.2
H -18.935093 8.826051 27.311274 -0.4 -0.3 0.0
H -18.100109 7.302995 26.677678 -0.3 0.4 -0.2
H -17.937355 10.258534 24.157013 0.1 -0.2 0.4
H -18.912074 10.709659 25.566941 0.0 -0.7 -0.3
H -20.015107 8.672118 25.525603 -0.8 -0.9 0.2
H -19.179436 8.060401 24.000153 -0.4 0.4 0.6
H -21.396090 9.108687 23.476858 -1.4 -1.0 0.0
H -20.179162 9.997999 22.796487 0.8 0.1 -0.8
H -20.883550 10.589336 24.189648 -0.6 1.3 1.2
S -20.293706 11.772976 27.503169 -0.6 -1.7 -2.2
O -21.145532 12.261140 28.534606 -1.8 1.2 2.1
O -21.069839 10.932700 26.524787 0.5 -0.2 0.8
O -19.739395 12.846726 26.676886 1.2 1.3 -0.2
O -19.212974 10.987040 28.129180 0.7 -0.6 0.0
O -11.467915 9.712222 30.254456 -0.9 0.7 -0.2
C -12.622781 10.080382 30.453722 1.3 -1.6 1.2
O -13.415682 10.666045 29.609115 0.6 1.3 -2.4
C -12.882184 10.861138 28.198293 0.2 -1.2 0.4
C -11.811135 11.952802 28.000474 -1.1 -0.2 1.1
C -13.381265 9.734923 31.729677 0.3 -0.1 -1.5
H -13.792633 11.034112 27.665094 -0.5 0.7 -0.3
H -12.578044 9.848744 27.855711 0.3 0.6 0.5
H -12.323087 12.932633 28.203315 0.9 -0.8 0.1
H -11.488587 11.975593 26.958753 0.0 -0.2 0.0
H -10.952200 11.683123 28.656553 -0.6 0.7 -0.5
H -12.637537 9.310388 32.419874 -0.7 0.6 0.2
H -14.057572 8.930257 31.374616 0.1 0.4 0.5
H -13.978896 10.635503 31.947641 0.2 -0.7 0.7
O -22.584199 8.692962 20.374613 0.4 0.8 0.3
C -22.265501 9.863846 20.454112 -0.7 -0.3 -0.5
O -22.739910 10.733163 21.368477 1.1 0.3 -0.9
C -23.576481 10.216516 22.365646 1.1 -1.4 1.8
C -24.988732 10.547339 22.069683 -0.9 0.3 -0.9
C -21.353184 10.595020 19.506069 -1.0 -1.2 1.0
H -23.238242 10.704553 23.331275 -0.3 -0.7 -1.0
H -23.352583 9.126405 22.389965 -0.5 0.6 0.4
H -25.720953 9.776702 22.343988 0.3 0.3 0.1
H -25.103308 10.770263 20.985139 0.0 -0.3 0.7
H -25.149887 11.464458 22.604175 -0.9 0.5 0.1
H -20.694557 11.109591 20.122524 1.4 1.3 1.0
H -21.909445 11.290674 18.930699 -0.5 0.5 -0.7
H -20.807757 9.885698 18.953525 0.5 -0.8 -1.1
O -17.299352 5.153873 21.931246 -0.4 -0.2 -0.5
C -16.115789 5.339601 21.936443 0.1 0.3 1.2
O -15.384076 5.233186 23.078679 0.4 0.0 -0.4
C -16.082606 4.792109 24.234218 -1.0 1.0 1.9
C -16.375335 3.316079 24.238557 0.5 0.6 0.2
C -15.245874 5.798161 20.824872 1.8 -0.2 0.3
H -17.061541 5.303913 24.321350 0.7 -0.1 -0.4
H -15.545164 5.142104 25.177847 -0.1 -0.6 -1.5
H -15.492956 2.763667 24.006747 0.7 -0.5 -0.2
H -17.134779 3.096328 23.521522 -0.6 -0.3 -0.4
H -16.681501 3.054244 25.233962 -0.4 -0.3 0.4
H -14.257572 5.248595 20.919197 -1.2 0.5 -0.4
H -14.977675 6.849460 21.006669 -0.3 -0.2 -0.1
H -15.696253 5.683100 19.853817 -0.1 -0.1 -0.2
C -20.784303 8.518851 29.273317 1.3 -1.5 0.3
C -22.072046 8.757333 29.201944 -0.7 1.5 -0.8
C -23.084734 7.813320 29.581463 -1.6 -2.8 0.1
O -24.293661 7.978419 29.464151 1.2 0.3 0.1
C -22.588439 6.410703 30.048107 1.0 2.7 -0.2
C -21.288651 6.272631 30.316333 -0.8 -1.0 0.2
C -20.277208 7.243381 29.920782 -0.1 1.4 -0.4
O -19.093297 7.018927 30.094937 -0.2 -0.1 0.0
H -20.079773 9.201421 28.826300 0.3 0.3 0.2
H -22.416073 9.676532 28.726948 0.0 -0.1 0.1
H -23.308939 5.665180 30.236004 -0.8 -0.6 0.3
H -20.915127 5.382886 30.800194 0.2 -0.2 -0.1
C -25.471804 7.701356 24.925391 0.7 -1.0 0.6
C -24.227829 7.199911 24.995759 0.5 0.7 -0.4
C -23.109128 8.016586 25.654815 -2.2 -0.6 -1.0
O -22.081748 7.506590 25.986193 1.6 -1.3 0.3
C -23.403670 9.375820 25.990754 0.8 1.6 0.8
C -24.653205 9.789732 26.036650 -0.6 0.7 0.1
C -25.779672 8.961315 25.613491 0.5 -0.5 0.1
O -26.927830 9.191509 25.886117 -1.1 0.7 0.2
H -26.383921 7.154456 24.702804 0.3 -0.2 -0.6
H -23.876115 6.254609 24.588077 -0.5 0.0 0.2
H -22.588287 10.030106 26.372122 -0.3 -0.5 -0.3
H -24.881780 10.742906 26.470792 -0.2 0.5 0.0
C -18.332811 13.786659 29.592384 0.4 0.6 -0.3
C -17.351648 13.692616 28.699418 0.4 -1.2 -1.0
C -15.956937 13.681159 29.168107 2.7 0.0 -1.7
O -14.958654 13.433113 28.424672 -2.7 0.4 1.4
C -15.657801 14.054194 30.574856 0.4 -0.5 -0.5
C -16.636144 14.330325 31.423791 0.9 0.1 0.4
C -18.031525 14.177924 31.006732 -0.5 -0.2 -0.7
O -18.908985 14.382133 31.803682 -0.9 0.1 0.6
H -19.332439 13.684696 29.198959 -0.5 0.0 0.6
H -17.585989 13.410049 27.633448 0.3 0.4 1.3
H -14.586045 14.021929 30.791804 -0.4 0.2 0.2
H -16.443492 14.635699 32.456453 -0.2 -0.2 -0.3
C -14.248608 4.867881 30.625758 -2.2 -1.1 0.1
C -14.635240 5.809048 29.770996 1.0 0.5 -0.7
C -13.554965 6.756984 29.193627 -2.3 0.6 -1.0
O -13.767180 7.597353 28.299301 0.4 -1.9 1.8
C -12.261219 6.647952 29.854946 1.4 -1.0 1.3
C -11.917764 5.689827 30.769656 -0.7 0.9 -0.8
C -12.904906 4.597266 31.092315 1.7 -0.7 0.4
O -12.591448 3.534623 31.637354 -0.4 1.7 -0.6
H -15.046074 4.156649 30.925311 0.8 0.3 0.1
H -15.685461 5.759448 29.476720 0.4 0.7 -0.3
H -11.577644 7.442538 29.603730 0.2 0.1 0.0
H -10.954028 5.728059 31.288197 -0.4 -0.2 -0.3
C -17.648991 13.653477 24.761257 2.1 -1.2 -0.7
C -17.832536 14.710491 25.518343 -0.6 0.6 1.2
C -16.760841 15.694517 25.920481 -2.3 1.6 0.9
O -17.132117 16.677899 26.585067 1.3 -1.6 -1.0
C -15.398712 15.506209 25.405757 -0.7 0.1 0.3
C -15.192101 14.459039 24.630379 0.2 -0.8 0.2
C -16.186087 13.363499 24.408113 -2.0 0.6 -0.5
O -15.871969 12.301656 23.914718 0.6 -0.1 0.1
H -18.425710 12.901952 24.533241 0.6 0.6 0.2
H -18.804657 14.784255 26.012697 0.3 0.6 -0.2
H -14.648784 16.235495 25.653137 0.1 0.2 0.0
H -14.222339 14.295854 24.225487 0.7 -0.3 -0.4
C -10.786812 13.469017 21.944699 -0.9 -0.3 -0.6
C -9.528543 13.560008 22.325121 1.5 1.8 1.1
C -8.410601 12.735877 21.785043 -0.7 0.9 2.0
O -7.341410 12.778789 22.359988 0.3 -0.1 -0.7
C -8.773987 11.799165 20.781391 -0.7 -2.4 -2.0
C -10.066152 11.460029 20.523877 1.0 0.0 -0.4
C -11.165561 12.353556 20.999990 -1.9 0.4 0.7
O -12.367571 12.241400 20.729366 2.1 -0.4 -0.1
H -11.626641 14.133528 22.256945 0.9 -0.7 -0.1
H -9.104419 14.305358 23.048710 -0.9 -0.6 -0.6
H -7.965518 11.222391 20.304989 -0.4 0.2 0.4
H -10.245706 10.537464 19.926963 -0.3 1.0 0.4
C -21.075498 10.624067 31.580700 1.2 0.2 -0.2
C -19.821766 11.001181 31.204007 -1.8 -0.6 0.3
C -18.655762 10.600978 31.935064 1.6 -1.3 1.8
O -17.506630 10.751298 31.541342 -0.6 0.4 -0.1
C -18.835098 9.857303 33.262357 0.9 1.2 -2.1
C -19.979878 9.299445 33.499781 -3.5 -0.6 1.1
C -21.275109 9.691516 32.737746 0.2 -0.1 1.4
O -22.345997 9.325174 33.237128 1.6 0.7 -1.5
H -21.897595 11.005086 30.991711 -0.3 -0.2 0.1
H -19.590808 11.500093 30.289579 -0.4 0.6 -0.6
H -17.949754 9.777787 33.839507 0.6 -0.2 0.6
H -20.268402 8.742441 34.418717 0.6 0.2 -0.7
C -22.981458 13.704856 25.046937 0.6 -0.4 -3.2
C -21.776022 13.415062 24.474466 -1.3 0.2 2.5
C -21.562546 13.374778 23.021801 -0.9 0.5 0.2
O -20.524209 13.002685 22.530187 0.4 -0.2 -0.3
C -22.703014 13.848552 22.180216 -2.2 0.4 0.1
C -23.914006 14.205251 22.745276 2.6 -1.2 -2.1
C -24.170989 14.016785 24.186156 0.9 0.7 -0.2
O -25.298295 14.191931 24.571914 -0.7 -0.2 0.9
H -23.130542 13.671416 26.075738 -0.1 -0.1 1.7
H -21.021753 13.185047 25.259131 0.2 -0.1 -1.1
H -22.606473 13.825284 21.070098 0.2 0.1 1.0
H -24.726544 14.486906 22.070816 0.1 0.0 0.5
C -20.981222 5.325192 24.482042 0.9 0.1 -0.6
C -19.725552 5.496044 25.006404 -2.2 0.6 -2.7
C -19.309145 4.946525 26.277998 0.5 0.0 -0.2
O -18.109704 4.968367 26.507984 -0.1 -0.3 1.0
C -20.339692 4.318908 27.139119 0.9 0.5 0.6
C -21.556951 4.151554 26.642739 -0.7 -1.3 0.2
C -21.963129 4.522838 25.266369 -0.9 0.4 -1.5
O -23.046367 4.211385 24.744661 1.8 0.1 1.4
H -21.334691 5.663552 23.426924 0.9 -0.5 2.2
H -18.980004 6.031036 24.394793 -0.4 -0.4 0.5
H -20.028542 4.050720 28.170729 -0.3 0.0 -0.9
H -22.256723 3.523213 27.179805 -0.3 0.4 0.1
C -11.406618 6.175168 21.471417 -1.6 -2.0 1.8
C -11.931225 5.614869 22.589403 1.0 1.1 -1.3
C -11.497931 6.090147 23.888844 1.1 2.1 0.8
O -12.012257 5.702067 24.894668 -0.9 -1.1 1.3
C -10.499546 7.223458 24.040533 -0.3 0.3 -0.2
C -10.025917 7.790042 22.913984 -0.7 -1.1 1.1
C -10.494563 7.266490 21.580349 2.1 2.4 0.0
O -10.097703 7.868813 20.591026 -0.3 -0.3 -0.1
H -11.694113 5.829513 20.508589 -0.1 0.1 -0.8
H -12.732820 4.923184 22.696935 -0.4 -0.7 -0.5
H -10.381118 7.589814 25.113909 0.2 -0.6 -1.7
H -9.345816 8.629283 22.946156 0.0 0.1 -0.4
C -15.409758 13.405383 20.775907 0.2 1.1 -0.1
C -15.425632 12.083514 20.943204 -0.8 1.3 -0.8
C -16.714103 11.476284 21.298578 -0.3 -0.5 1.2
O -16.865984 10.289431 21.535519 0.3 -0.2 -0.5
C -17.866568 12.370542 21.556355 -0.5 0.4 -0.1
C -17.803735 13.702474 21.366922 -1.3 -1.4 0.2
C -16.576156 14.352146 20.946673 0.7 -1.0 0.5
O -16.443180 15.550220 20.842165 0.1 0.1 -0.2
H -14.508704 13.955392 20.536596 0.2 -0.2 -0.1
H -14.535977 11.553037 20.707657 0.4 -0.8 0.3
H -18.788944 11.873325 21.945183 1.0 0.6 -0.5
H -18.714413 14.244287 21.549697 0.0 0.6 0.1
C -20.253705 6.162727 19.647758 -0.4 0.0 -2.3
C -19.801803 6.280207 18.362883 -0.4 0.7 1.8
C -18.615693 7.102411 18.116412 1.3 -0.2 0.2
O -18.124988 7.175752 16.999096 -0.3 0.2 0.4
C -17.953519 7.764306 19.285551 0.0 0.4 0.9
C -18.340081 7.595509 20.567693 -1.1 -0.1 -2.4
C -19.584031 6.801793 20.807572 2.2 0.2 -1.8
O -19.938635 6.670522 21.927082 -1.6 -0.5 2.3
H -21.204483 5.683254 19.837605 0.1 -0.2 0.2
H -20.247326 5.982965 17.418913 -0.4 -0.5 0.5
H -17.145674 8.442885 19.045430 0.2 -0.1 -0.1
H -17.967111 8.133316 21.411505 0.5 0.2 0.3
```
Positions in Å, forces in eV/Å.

Net charge: -1
E_HOMO (eV): -6.120

Mulliken atomic charge list, values in e, 99 entries: C -1.190; C -0.203; C 0.947; C 0.390; N 1.537; C 0.756; C 1.316; C -0.986; C 1.554; C 0.172; C 3.260; C -1.816; H 0.062; H 0.602; H 0.149; H -0.228; H 0.165; H 0.505; H -1.250; H 0.221; H -0.264; H -0.423; H 0.402; H -0.644; H -1.242; H 0.772; H -0.184; H -0.706; H -0.833; H -0.144; H -0.846; H -0.219; H -1.203; H 0.708; H 0.123; H -0.331; S 0.410; O -0.863; O -0.573; O -0.585; O -1.464; O -0.672; C 0.647; O 0.175; C 0.271; C -1.445; C -0.893; H -0.077; H 0.324; H 0.239; H 0.427; H 0.371; H 0.341; H 0.093; H 0.222; O -0.640; C 0.835; O 0.006; C 0.969; C -1.535; C -0.776; H -0.490; H 0.242; H 0.321; H 0.326; H 0.300; H -0.053; H 0.349; H 0.332; O -0.603; C 0.853; O -0.024; C 1.284; C -1.768; C -0.987; H -0.900; H 0.199; H 0.412; H 0.367; H 0.460; H 0.236; H 0.065; H 0.456; C 1.902; C -0.138; C -0.020; O -0.679; C -0.927; C -0.626; C -0.049; O -0.649; H -0.224; H 0.522; H 0.594; H 0.533; C -0.850; C -0.256; C 0.260; O 0.047